C16H13N3O3 in the gas phase in a non-equilibrium geometry. Source: the OMol25 dataset; level of theory: the ωB97M-V functional and the def2-TZVPD basis.

Values from the calculation:
**2S+1**: 1
**LUMO level**: 0.6 eV
**F_max**: 1.694 eV/Å
**SMILES string**: COc1ccc(-c2nc(C#N)c(NCc3ccco3)o2)cc1

Atoms and positions in Å:
1 C 5.463561 0.782805 3.088396
2 H 5.550158 -0.306266 3.022454
3 O 4.117016 1.193405 3.115164
4 C 3.324463 0.905482 2.051588
5 C 3.735249 0.219580 0.909817
6 C 2.840284 -0.017755 -0.113546
7 C 1.520957 0.422206 -0.022138
8 C 1.111087 1.109912 1.123051
9 C 2.000827 1.346786 2.143971
10 H 1.700695 1.876321 3.034314
11 H 0.092034 1.457144 1.201364
12 C 0.604784 0.161032 -1.102364
13 N 0.857986 -0.464669 -2.205197
14 C -0.316451 -0.472777 -2.914718
15 C -1.275769 0.187437 -2.160440
16 N -2.562518 0.518132 -2.439968
17 H -2.969994 -0.014626 -3.196079
18 C -3.463716 0.870704 -1.350934
19 C -3.831271 -0.313433 -0.515316
20 C -3.214633 -0.892475 0.555319
21 C -3.984058 -2.035279 0.883592
22 C -5.004568 -2.067759 -0.013947
23 O -4.920177 -1.034202 -0.866883
24 H -5.823426 -2.746288 -0.146350
25 H -3.798104 -2.729885 1.676295
26 H -2.328823 -0.547585 1.048402
27 H -2.958925 1.616653 -0.733669
28 H -4.360872 1.306594 -1.793843
29 O -0.700845 0.589203 -1.015589
30 C -0.497724 -1.062933 -4.167923
31 N -0.703987 -1.541811 -5.191172
32 H 3.147455 -0.547360 -1.001038
33 H 4.749562 -0.132536 0.809871
34 H 6.007217 1.242926 2.257378
35 H 5.892526 1.121319 4.030138

Force components x, y, z for each atom (eV/Å):
0.24 -0.08 -0.01
0.00 0.04 -0.01
-0.34 0.07 -0.05
-0.22 0.03 -0.08
0.23 0.07 0.27
-0.41 0.10 -0.05
0.18 0.20 0.55
0.12 -0.13 -0.19
0.27 -0.01 0.16
-0.04 0.06 0.10
-0.08 0.05 0.04
0.30 -0.65 -1.15
0.48 0.26 0.77
-0.92 0.78 1.19
0.44 -0.58 -1.12
0.12 0.20 0.02
0.10 0.03 0.03
-0.17 -0.32 0.10
0.62 0.27 0.60
-0.26 0.40 -0.47
-0.46 -0.17 -0.30
0.30 -0.51 0.68
-0.15 0.32 -0.42
-0.15 -0.03 -0.10
-0.03 -0.19 0.14
0.20 0.14 0.06
-0.20 -0.04 -0.06
0.10 0.07 0.11
-0.23 0.10 0.00
-0.09 -0.18 -0.34
-0.09 -0.14 -0.36
0.07 -0.06 -0.08
0.09 -0.02 0.01
-0.03 -0.03 0.02
0.01 -0.05 -0.09